Record 1
C4H6N2 | ωB97M-V/def2-TZVPD

The geometry in XYZ format:
```
12
Properties=species:S:1:pos:R:3:forces:R:3
C 0.88984 -1.25208 -0.53406 0.0 -0.1 -0.1
N 0.39518 0.06705 -0.09605 0.0 0.0 0.0
C -0.47745 0.88924 -1.09336 -0.2 0.0 0.4
C -1.34581 1.40494 -0.18457 -0.1 0.1 -0.3
N -1.25974 0.93523 1.16066 0.3 -0.2 0.0
C -0.26979 0.14628 1.21012 -0.1 0.2 -0.1
H 0.04611 -1.93844 -0.62147 0.1 0.2 0.0
H 1.35131 -1.11716 -1.51159 -0.1 -0.1 0.1
H 1.61596 -1.64372 0.18632 -0.1 0.1 -0.1
H 1.16143 0.74631 -0.13896 0.2 -0.1 0.3
H -2.11329 2.13589 -0.40568 0.0 -0.2 0.0
H 0.08300 -0.41859 2.06741 0.0 0.1 -0.2
```
Positions in Å, forces in eV/Å.

Summary:
Gap between HOMO and LUMO in eV: 9.124
Total charge: 0
DFT total energy in Eh: -265.393550

Record 2
C4H6N2 | ωB97M-V/def2-TZVPD

The geometry in XYZ format:
```
12
Properties=species:S:1:pos:R:3:forces:R:3
C -3.04944 -0.45241 -0.26601 0.3 -1.3 -1.6
C 2.20007 -0.02275 -0.09535 0.9 0.2 0.0
C 1.28500 0.82007 -0.91214 1.3 1.9 -0.8
C -0.30537 -0.26364 0.67598 0.5 -0.3 -0.2
N -3.52125 0.27663 0.43340 -2.0 2.5 2.7
N 0.76036 0.04192 -0.01238 -1.8 -1.1 0.8
H 2.84385 -0.75238 -0.58841 -0.9 -0.6 0.1
H 2.64415 0.34669 0.81619 0.2 0.3 0.3
H -2.59212 -1.01253 -0.98493 0.9 -1.4 -1.4
H 1.31170 1.91773 -0.86758 -0.6 -0.6 -0.2
H -0.32268 -1.07972 1.37228 0.5 -0.2 0.1
H -1.25427 0.18038 0.42895 0.7 0.5 0.1
```
Positions in Å, forces in eV/Å.

Summary:
Gap between HOMO and LUMO in eV: 8.311
Total charge: 0
DFT total energy in Eh: -265.327921

Repeat the first record exactly.
C4H6N2 | ωB97M-V/def2-TZVPD

The geometry in XYZ format:
```
12
Properties=species:S:1:pos:R:3:forces:R:3
C 0.88984 -1.25208 -0.53406 0.0 -0.1 -0.1
N 0.39518 0.06705 -0.09605 0.0 0.0 0.0
C -0.47745 0.88924 -1.09336 -0.2 0.0 0.4
C -1.34581 1.40494 -0.18457 -0.1 0.1 -0.3
N -1.25974 0.93523 1.16066 0.3 -0.2 0.0
C -0.26979 0.14628 1.21012 -0.1 0.2 -0.1
H 0.04611 -1.93844 -0.62147 0.1 0.2 0.0
H 1.35131 -1.11716 -1.51159 -0.1 -0.1 0.1
H 1.61596 -1.64372 0.18632 -0.1 0.1 -0.1
H 1.16143 0.74631 -0.13896 0.2 -0.1 0.3
H -2.11329 2.13589 -0.40568 0.0 -0.2 0.0
H 0.08300 -0.41859 2.06741 0.0 0.1 -0.2
```
Positions in Å, forces in eV/Å.

Summary:
Gap between HOMO and LUMO in eV: 9.124
Total charge: 0
DFT total energy in Eh: -265.393550